Density functional theory data (ωB97M-V with the def2-TZVPD basis set) for a molecular structure, C16H30LaNPSi at a distorted geometry.

Results
* electronic energy: -1343.48125 Ha
* E_HOMO: -0.606 hartree
* net charge: +3
* multiplicity: 1
* molecular weight: 434.39 Da
* LUMO: -13.553 eV

Geometry as XYZ:
```
50
Properties=species:S:1:pos:R:3:forces:R:3:mulliken_charge:R:1
C 1.03858 1.35060 2.38183 -0.02 -0.09 0.16 -0.87
Si 1.76240 0.02722 1.15977 1.17 -0.47 0.93 -0.15
C 3.53698 -0.33793 1.78826 -0.25 0.45 -1.03 -1.06
C 0.66973 -1.51593 1.36648 0.23 -0.57 -0.05 -0.05
C 0.82152 -2.65037 0.27183 -0.10 -0.77 0.29 -0.48
C -0.35327 -3.71289 0.31376 -0.03 0.02 0.31 -1.14
C -1.75547 -3.03672 0.46241 -0.23 0.34 0.23 -0.76
C -1.94525 -1.79210 -0.47864 -0.64 0.12 -0.01 1.18
C -3.35450 -1.09996 -0.18599 0.49 0.68 0.02 -0.85
C -3.10046 0.24993 0.63232 -0.35 -2.88 -4.71 0.91
C -2.79695 1.51424 -0.39177 0.02 -0.44 0.21 -1.40
P -1.18987 2.37056 0.19152 -1.16 1.42 -0.10 0.24
N -0.91791 3.73746 -0.83059 -0.68 -1.79 0.92 -0.53
C 1.90254 0.70554 -0.60256 0.52 1.73 -2.44 0.54
C 1.10578 0.32381 -1.77588 1.48 1.58 -0.52 0.82
C 1.38295 0.92453 -3.08380 1.13 1.11 0.53 -0.93
C 2.42821 1.95733 -3.28692 -0.73 -1.10 2.35 -0.53
C 3.19598 2.37835 -2.11960 -1.20 -1.30 0.43 -0.62
C 2.94572 1.75401 -0.83514 -1.19 -0.61 -0.68 -0.53
H 1.03905 2.38281 1.94494 -0.12 -0.72 0.58 0.33
H 0.00244 1.04127 2.73559 0.63 0.42 -0.32 -0.05
H 1.68726 1.34473 3.29588 -0.57 0.12 -0.74 0.45
H 4.00950 0.66450 1.98324 -0.21 -1.09 0.12 0.33
H 3.55583 -1.01446 2.67525 0.12 0.66 -0.68 0.38
H 4.08072 -0.78577 0.90791 -0.33 0.23 1.06 0.35
H -0.38602 -1.14991 1.52763 0.63 -0.45 -0.16 -0.08
H 0.98149 -1.98924 2.34602 -0.43 0.65 -0.81 0.60
H 1.76201 -3.21776 0.52927 -0.86 0.68 -0.39 0.54
H 0.96154 -2.29861 -0.77966 -0.16 0.04 0.92 0.14
H -0.16770 -4.40728 1.18211 -0.40 0.70 -0.82 0.36
H -0.36514 -4.36014 -0.59858 0.21 0.64 0.65 0.40
H -1.90737 -2.70474 1.53710 0.19 -0.24 -1.01 0.28
H -2.61592 -3.73828 0.26264 1.01 0.51 0.08 0.45
H -1.18928 -0.97556 -0.33376 -0.24 -0.96 -0.12 -1.03
H -1.89772 -2.06768 -1.57023 -0.14 0.15 1.12 0.52
H -4.03814 -1.72973 0.43428 0.53 0.29 -0.72 0.50
H -3.81472 -0.77117 -1.15690 0.03 -0.45 1.11 0.31
H -4.05179 0.55055 1.25885 -1.17 -7.24 -6.91 0.22
H -2.16714 0.16376 1.35252 -0.99 -0.58 -0.52 -0.70
H -3.68333 2.23654 -0.48998 0.95 -0.83 0.03 0.64
H -2.61129 1.05092 -1.39803 -0.56 0.22 0.87 0.41
H -0.12913 1.45269 -0.10081 -0.16 0.10 -0.23 -0.10
H -1.80090 4.19528 -1.06964 0.53 0.27 0.02 0.34
H -0.39946 3.47065 -1.67430 -0.01 0.17 0.18 0.30
H 0.29351 -0.42774 -1.67364 0.79 0.52 -0.28 0.17
H 0.82439 0.63946 -4.01106 0.41 0.04 1.17 0.38
H 2.61366 2.41996 -4.28861 -0.27 -0.64 1.06 0.40
H 3.98438 3.17076 -2.15010 -0.84 -0.87 -0.25 0.40
H 3.55783 2.09350 0.04021 -0.58 -0.38 -0.96 0.22
La -3.50528 1.61299 2.30453 3.54 10.56 9.10 1.79
```
Positions in Å, forces in eV/Å.

=====

Density functional theory data (ωB97M-V with the def2-TZVPD basis set) for a molecular structure, C16H30N2O2P2Ru at a distorted geometry.

Results
* electronic energy: -1665.09069 Ha
* E_HOMO (spin up / spin down): -0.221 / -0.268 hartree
* net charge: 0
* multiplicity: 5
* molecular weight: 445.45 Da
* LUMO (spin up / spin down): 0.670 / -1.381 eV

Geometry as XYZ:
```
53
Properties=species:S:1:pos:R:3:forces:R:3:lowdin_spin:R:1
Ru 0.00323 0.00076 0.01172 0.27 1.72 -2.75 1.80
P 2.47504 -0.12805 -0.16448 0.04 0.30 -0.28 -0.01
P -2.47476 0.12189 0.21147 -0.10 0.22 -0.25 0.00
N -0.04151 1.06599 -1.45442 -0.09 0.86 -0.97 0.57
H 1.42948 -2.53446 2.26958 -0.02 0.02 0.20 0.00
C 3.23928 -1.60102 -0.99366 -0.06 0.10 0.10 0.00
H 4.34467 -1.54710 -1.01795 -0.53 0.08 0.07 0.00
H 2.86249 -1.66848 -2.02297 0.06 0.02 0.27 0.00
H 2.93984 -2.51159 -0.45585 0.07 0.22 -0.14 0.00
C 3.41530 -0.07261 1.42458 0.02 -0.08 -0.13 0.00
H 4.49625 -0.25084 1.27067 -0.50 0.10 -0.01 0.00
H 3.01836 -0.83847 2.10538 0.11 0.24 -0.15 0.00
H 3.27402 0.91228 1.88743 -0.02 -0.25 -0.07 0.00
C 3.21235 1.27346 -1.12058 -0.01 -0.26 0.20 0.00
H 4.31222 1.28058 -1.04744 -0.37 -0.05 -0.01 0.00
H 2.80768 2.21387 -0.72589 0.09 -0.21 -0.14 0.00
H 2.91355 1.18235 -2.17294 0.02 0.06 0.27 0.00
C -3.51114 -1.24194 -0.49700 0.06 0.08 0.09 0.00
H -4.59537 -1.04767 -0.38947 0.53 0.00 0.00 0.00
H -3.26569 -2.18342 0.01533 -0.05 0.25 -0.14 0.00
H -3.27237 -1.35623 -1.56254 -0.04 0.03 0.26 0.00
C -3.14472 0.24316 1.92960 -0.06 -0.10 -0.16 0.00
H -4.25085 0.24846 1.94275 0.50 0.01 -0.11 0.00
H -2.77269 1.16443 2.39435 -0.05 -0.24 -0.08 0.00
H -2.78248 -0.61490 2.51465 -0.11 0.28 -0.15 0.00
C -3.18537 1.61475 -0.61496 -0.01 -0.26 0.17 0.00
H -4.26434 1.71943 -0.41214 0.38 -0.07 -0.06 0.00
H -3.01954 1.53085 -1.69700 0.01 0.05 0.27 0.00
H -2.65063 2.50051 -0.25017 -0.13 -0.19 -0.13 0.00
C -0.01777 1.84963 -2.51948 0.04 0.64 -0.86 0.06
C 0.02497 2.16757 -4.96210 0.02 0.35 -0.48 0.00
C -0.00319 1.32577 -3.87847 -0.03 -0.07 1.40 0.12
C 0.00031 3.29568 -2.39429 -0.02 -1.13 0.42 0.12
C 0.02910 4.10721 -3.50191 0.01 0.29 -0.42 0.00
C 0.04180 3.56359 -4.79782 0.00 0.05 -0.05 0.14
H 0.03467 1.74206 -5.97171 0.00 0.19 0.35 0.00
H -0.01652 0.23721 -3.96903 0.00 0.31 -0.13 0.01
H -0.00909 3.68072 -1.37015 0.01 0.04 -0.39 0.01
H 0.04242 5.19307 -3.36881 0.00 -0.34 -0.09 0.00
H 0.06464 4.22383 -5.67437 -0.01 -0.33 0.44 0.01
C 0.35944 -2.61676 2.03762 0.32 -0.26 -1.17 0.03
O 0.03085 -1.60272 1.11785 -0.57 -3.99 2.05 0.61
C 0.13456 -3.92380 1.24264 0.20 -0.37 0.53 0.03
H -0.29517 -4.67649 1.92001 0.16 0.08 -0.30 0.00
H 1.08022 -4.31277 0.85432 -0.19 0.04 -0.08 0.00
H -0.55899 -3.76537 0.41148 0.07 0.05 0.17 0.00
C -0.46292 -2.55368 3.29614 -0.52 0.16 0.35 0.01
H -1.40944 -3.08147 3.19478 -0.03 -0.21 -0.06 0.00
H -0.71055 -1.51293 3.54563 -0.34 -1.86 -0.02 0.00
H 0.10339 -2.95957 4.13651 -0.17 -0.10 0.00 0.00
O 0.01219 0.03050 4.47954 0.17 0.31 2.20 0.10
C 0.00508 0.00767 3.31449 0.66 1.80 -0.24 0.11
N 0.00770 0.10503 2.13479 0.21 1.43 0.21 0.30
```
Positions in Å, forces in eV/Å.

=====

Density functional theory data (ωB97M-V with the def2-TZVPD basis set) for a molecular structure, C16H30N2OOsP2 at a distorted geometry.

Results
* electronic energy: -1585.54851 Ha
* E_HOMO (spin up / spin down): -0.148 / -0.240 hartree
* net charge: 0
* multiplicity: 5
* molecular weight: 518.61 Da
* LUMO (spin up / spin down): -0.415 / -0.452 eV
* energy above the lowest of the compared OMol25 structures with the same formula, charge and spin: 182.7 kJ/mol

Geometry as XYZ:
```
52
Properties=species:S:1:pos:R:3:forces:R:3:lowdin_spin:R:1
Os -1.34977 -0.16219 0.14249 2.76 0.76 0.40 1.43
P 3.97800 -0.61909 -0.30528 -0.29 -0.13 -0.36 0.01
P -2.77291 0.65732 1.65975 -1.30 0.73 0.11 0.19
N -1.98264 0.04874 -1.47498 -1.48 1.58 -1.99 0.45
H 3.54636 -0.60160 1.06566 -0.07 0.15 -0.87 0.01
C 4.55769 -2.27987 -0.72641 0.21 -0.45 0.14 0.01
H 5.55351 -2.23526 -1.19304 -0.36 0.04 0.18 0.00
H 3.86248 -2.74989 -1.43606 0.14 0.14 0.32 0.00
H 4.62286 -2.89651 0.18189 -0.05 0.14 -0.35 0.00
C 5.36754 0.51485 -0.54070 0.32 0.33 0.22 0.00
H 6.12900 0.03824 -1.17640 -0.33 0.12 0.20 0.00
H 5.82956 0.76372 0.42616 -0.14 -0.05 -0.34 0.00
H 5.03740 1.43993 -1.03492 0.02 -0.28 0.27 0.00
C 2.67100 -0.18804 -1.48360 -0.31 0.09 0.18 0.00
H 3.11256 0.13446 -2.44328 0.00 -0.17 0.47 0.00
H 2.03961 0.61589 -1.07552 0.15 -0.26 -0.08 0.00
H 2.03193 -1.06578 -1.66571 0.11 0.30 0.20 0.00
C -3.82170 -0.63241 2.45990 -0.15 0.50 0.08 0.01
H -4.64809 -0.16868 3.01546 0.10 -0.15 -0.02 0.00
H -3.20378 -1.22452 3.14955 -0.13 0.15 -0.25 0.00
H -4.22632 -1.30103 1.68757 0.23 0.22 0.19 0.00
C -2.18786 1.71024 3.05499 -0.30 -0.13 0.15 0.05
H -3.04553 2.03910 3.66356 0.29 -0.06 -0.05 0.01
H -1.66015 2.59531 2.66860 -0.15 -0.38 0.06 0.00
H -1.50045 1.11602 3.67428 -0.17 0.25 -0.12 0.00
C -3.89890 1.78784 0.73602 -0.54 -0.14 0.52 0.04
H -4.84304 1.92326 1.28296 0.05 0.16 -0.21 0.01
H -4.08964 1.33507 -0.24882 0.06 0.21 0.37 0.00
H -3.40676 2.76423 0.60320 -0.11 -0.40 0.03 0.00
C -2.01346 0.18788 -2.79819 -0.11 -0.58 -0.86 0.08
C -2.39759 -0.75348 -5.00785 -0.01 0.11 -0.22 0.00
C -2.20731 -0.94987 -3.65583 -0.08 0.51 0.68 0.09
C -1.85264 1.48124 -3.38656 -0.01 -0.47 0.40 0.08
C -2.04774 1.64179 -4.74503 -0.03 -0.11 -0.17 0.00
C -2.35710 0.53854 -5.55593 0.10 0.05 -0.20 0.09
H -2.58376 -1.61269 -5.65967 0.05 0.30 0.19 0.00
H -2.22742 -1.93002 -3.16447 -0.09 0.35 -0.37 0.01
H -1.60986 2.30088 -2.69886 -0.18 -0.21 -0.44 0.01
H -1.96645 2.63984 -5.18403 -0.04 -0.32 0.08 0.00
H -2.53742 0.68056 -6.62383 0.08 -0.04 0.33 0.01
C 1.11776 -0.23236 2.01475 1.53 -0.36 1.35 0.48
O 0.36765 0.11765 1.03465 0.19 1.07 -1.09 0.40
C 1.27664 -1.65229 2.39531 -0.19 -0.31 0.37 0.08
H 1.55678 -1.71831 3.45578 -0.06 -0.12 -0.16 0.01
H 2.05489 -2.18758 1.83339 0.12 -0.21 -0.14 0.03
H 0.34499 -2.20826 2.23004 0.12 -0.01 0.00 0.01
C 1.66878 0.81520 2.91858 -0.10 0.08 0.22 0.08
H 1.19567 0.73770 3.91575 0.28 0.21 -0.02 0.03
H 1.48563 1.82328 2.52744 0.06 -0.22 0.04 0.00
H 2.75309 0.66506 3.04800 -0.12 0.22 0.26 0.02
N -1.57377 -3.21197 0.18376 0.23 1.90 0.19 0.16
C -1.46650 -2.03196 0.21247 -0.31 -5.11 0.08 0.10
```
Positions in Å, forces in eV/Å.

=====

Density functional theory data (ωB97M-V with the def2-TZVPD basis set) for 4 unconnected molecules or ions with the total composition C16H30N3O7S at a distorted geometry.

Results
* electronic energy: -1716.74605 Ha
* E_HOMO: -0.098 hartree
* net charge: -1
* multiplicity: 1
* molecular weight: 408.50 Da
* LUMO: 2.433 eV

Geometry as XYZ:
```
57
Properties=species:S:1:pos:R:3:forces:R:3:nbo_charge:R:1
N -0.03596 -5.32691 -0.57474 0.02 -0.44 -0.44 -0.91
C 0.26833 -4.20505 -1.40491 0.25 0.21 -0.63 0.73
O 0.81191 -4.39516 -2.47061 0.16 -0.13 0.09 -0.59
C -0.06938 -2.79902 -0.98233 -0.56 -0.39 0.49 -0.56
C -1.12571 -2.63448 0.12295 -0.14 -0.26 -0.64 -0.24
N -2.46679 -2.45892 -0.35105 -0.34 1.07 0.24 -0.64
N -2.67295 -3.46724 -1.43485 -0.15 -0.17 0.14 -0.39
C -3.45850 -4.28489 -1.03565 0.53 -0.94 -0.38 0.25
S -4.16511 -5.65528 -0.59845 -0.39 0.29 0.08 -0.19
H -0.99831 -5.30002 -0.26640 -0.10 0.17 0.26 0.39
H 0.57370 -5.35572 0.22596 0.03 0.05 0.29 0.37
H 0.83072 -2.27747 -0.69616 0.63 -0.04 0.11 0.24
H -0.40476 -2.31846 -1.88383 -0.22 0.41 -0.38 0.24
H -1.05127 -3.46843 0.83368 0.33 -0.26 0.23 0.12
H -0.87899 -1.75426 0.69459 -0.08 0.45 0.30 0.20
O 2.71043 -0.23554 -1.78279 -0.06 0.04 0.20 -0.58
C 3.03146 -0.65932 -2.85747 0.29 -0.05 -0.25 0.80
O 2.50299 -1.80704 -3.30230 -0.21 0.17 0.33 -0.48
C 2.69586 -2.31179 -4.61737 -0.01 -0.21 -0.24 -0.07
C 3.96935 -3.12365 -4.72728 0.12 0.04 0.10 -0.64
C 4.08280 0.04114 -3.69446 -0.22 0.19 -0.25 -0.74
H 2.65028 -1.50621 -5.35374 0.06 0.02 0.03 0.16
H 1.83489 -2.95349 -4.79270 -0.04 -0.01 0.13 0.22
H 4.85562 -2.51555 -4.53801 0.00 0.03 -0.06 0.19
H 4.05827 -3.55985 -5.72301 -0.02 0.00 -0.01 0.21
H 3.95849 -3.92836 -3.99297 -0.08 -0.03 -0.02 0.23
H 5.06643 -0.29908 -3.37465 0.02 -0.03 0.00 0.24
H 4.00467 1.10974 -3.51145 0.05 -0.02 0.15 0.24
H 3.97998 -0.12015 -4.76535 0.09 -0.10 0.04 0.21
O -2.38318 -0.60235 2.55334 0.10 -0.03 0.27 -0.57
C -2.94010 0.24865 1.92581 -0.38 -0.16 -0.26 0.81
O -2.58298 1.54163 2.16919 0.37 0.21 0.14 -0.53
C -3.02404 2.63774 1.37647 -0.08 0.11 -0.07 -0.07
C -4.36974 3.16192 1.83421 -0.10 -0.06 0.04 -0.63
C -4.05212 -0.03097 0.94886 0.10 -0.04 -0.42 -0.78
H -3.02215 2.37740 0.31735 -0.05 -0.03 0.01 0.18
H -2.26641 3.41042 1.51140 0.04 -0.02 0.04 0.19
H -5.14914 2.40869 1.72168 0.00 -0.01 -0.07 0.21
H -4.65392 4.04287 1.25663 0.02 0.01 0.00 0.21
H -4.32710 3.43516 2.88906 0.05 0.04 -0.01 0.21
H -4.98624 -0.11617 1.50689 0.00 0.01 0.02 0.22
H -3.84267 -0.97419 0.42232 0.18 -0.04 0.31 0.33
H -4.16063 0.73645 0.18344 -0.10 0.06 0.14 0.20
O 0.30430 5.75257 1.40701 -0.11 0.19 -0.03 -0.58
C 0.68570 4.85617 2.10645 0.31 -0.20 -0.08 0.80
O 0.15749 4.72099 3.33601 -0.29 0.11 0.07 -0.51
C 0.40893 3.58785 4.17288 0.15 -0.18 0.12 -0.07
C 1.68424 3.75589 4.97270 0.08 0.10 -0.06 -0.64
C 1.78654 3.91794 1.66599 -0.24 -0.30 -0.08 -0.74
H 0.40092 2.66698 3.58995 0.00 0.02 -0.02 0.19
H -0.44492 3.53586 4.84492 -0.07 0.08 -0.05 0.20
H 2.55933 3.82214 4.32592 0.00 -0.08 -0.01 0.21
H 1.82111 2.91246 5.64946 -0.02 -0.02 0.00 0.22
H 1.64259 4.67316 5.56071 -0.05 -0.02 0.03 0.21
H 2.74799 4.37300 1.89977 0.02 0.01 0.02 0.24
H 1.71062 3.78830 0.59000 0.04 0.14 -0.03 0.25
H 1.73710 2.92985 2.11698 0.08 0.06 0.07 0.23
```
Positions in Å, forces in eV/Å.